# 1
This record from the OMol25 dataset describes a molecular structure, C28H48CaN9O4S3SeSi. The level of theory is the ωB97M-V functional and the def2-TZVPD basis.

Values from the calculation:
Multiplicity ... 1
Orbital gap ... 5.3 eV
Maximum force ... 1.742 eV Å⁻¹
Highest occupied orbital energy ... -9.26 eV
Total charge ... +1

Last column: Löwdin charge in e.
Positions of all 95 atoms, in Å:
1 C -3.40 -3.78 0.29  -0.405
2 C 3.08 0.01 -2.18  -0.009
3 N -5.99 -0.48 2.19  -0.207
4 H 5.55 1.04 -0.11  0.081
5 H -5.89 1.47 4.15  0.129
6 H -4.23 3.33 3.97  0.117
7 N -4.43 -0.12 0.21  -0.257
8 C -5.22 1.56 3.31  0.044
9 H 4.84 -4.19 0.41  0.092
10 S -3.29 -3.89 2.01  1.048
11 C -0.71 4.35 -1.71  -0.190
12 N -0.28 2.89 0.20  -0.005
13 N -2.14 0.01 -4.12  0.110
14 O 3.55 -0.40 0.88  -0.148
15 C -3.47 2.67 2.08  -0.096
16 H -2.88 -4.38 -2.43  0.076
17 H 1.11 -4.80 0.78  0.084
18 H 3.45 0.93 -1.73  0.084
19 H 6.27 1.39 1.47  0.090
20 H 4.15 2.72 1.98  0.093
21 C 2.98 -3.46 2.28  -0.022
22 H 0.03 -1.61 -2.19  0.066
23 C 2.83 -3.50 0.76  -0.621
24 H 3.28 0.03 -3.25  0.099
25 H -0.18 1.05 -2.24  0.039
26 H 4.93 0.93 3.62  0.092
27 H 0.50 2.33 -0.14  0.050
28 C 4.27 0.61 1.59  -0.634
29 C -2.30 -1.10 -3.36  -0.697
30 C 5.64 0.70 0.92  -0.015
31 H 1.98 -4.80 -0.76  0.083
32 H 3.46 -2.53 2.57  0.062
33 H -0.66 4.94 0.36  0.118
34 S -2.56 -2.66 -4.12  1.083
35 C 2.10 -4.78 0.33  -0.018
36 C -2.73 -2.67 -0.17  -0.407
37 C -2.59 -2.37 -1.58  -0.355
38 C -4.34 0.80 1.16  -0.489
39 H -1.95 -0.12 -5.10  0.106
40 C 4.41 0.17 3.04  -0.029
41 C 1.08 -1.49 -2.46  -0.005
42 N -1.98 -1.86 3.16  0.125
43 H 6.11 -0.28 0.91  0.086
44 H 1.33 1.95 -2.47  0.088
45 H -2.04 -2.43 3.99  0.109
46 C -4.30 2.58 3.20  -0.012
47 H -2.58 4.07 -0.68  0.090
48 H 2.00 -3.51 2.75  0.085
49 O -1.21 1.15 2.82  -0.155
50 O 2.01 -2.41 0.32  -0.136
51 H -3.93 -4.52 -0.26  0.075
52 H 3.43 0.01 3.48  0.048
53 C 0.83 1.00 -2.65  -0.028
54 H 0.93 4.56 -0.32  0.115
55 C -0.13 4.25 -0.30  -0.257
56 H 2.65 -5.66 0.64  0.089
57 Ca -1.86 0.61 -0.10  1.239
58 C -2.24 4.32 -1.69  -0.184
59 O 1.26 -0.03 -0.55  -0.159
60 C -2.87 3.30 -2.64  -0.255
61 H -1.74 0.82 -3.67  0.057
62 C 1.58 -0.14 -1.94  -0.609
63 H 2.59 1.89 2.03  0.057
64 C -0.63 0.61 1.91  -0.825
65 N -2.18 -1.89 0.81  0.036
66 C 4.19 -3.39 0.08  -0.014
67 H 1.63 -2.29 -1.98  0.076
68 H 1.20 -1.55 -3.54  0.098
69 C 3.54 1.95 1.51  -0.030
70 H -3.53 1.37 -2.58  0.065
71 H -0.34 3.50 -2.29  0.080
72 H -2.79 3.51 1.98  0.121
73 C -2.37 -2.39 1.99  -0.674
74 H -2.62 5.32 -1.94  0.114
75 Si 2.01 -0.84 0.66  -0.007
76 H -0.21 2.89 1.21  0.059
77 H 4.09 -3.44 -1.00  0.088
78 N -3.05 2.02 -1.96  -0.056
79 H 4.64 -2.44 0.35  0.070
80 N -2.34 -1.11 -2.06  0.013
81 H -1.28 -1.13 3.14  0.004
82 C -2.72 -3.33 -2.54  -0.341
83 H -0.35 5.26 -2.18  0.114
84 H 3.58 -4.30 2.62  0.095
85 N -3.50 1.83 1.06  -0.026
86 H -3.83 3.70 -3.01  0.116
87 H 3.36 2.22 0.47  0.079
88 H 0.80 0.82 -3.72  0.095
89 S 0.87 -0.37 2.42  0.744
90 H 4.97 -0.76 3.10  0.087
91 H -2.23 3.15 -3.52  0.109
92 H -3.68 2.16 -1.18  0.041
93 C -5.24 0.61 2.28  -0.359
94 Se -5.62 -1.32 0.70  1.242
95 H 3.61 -0.83 -1.74  0.080

# 2
This record from the OMol25 dataset describes 4 unconnected molecules or ions with the total composition C51H32N2O10S. The level of theory is the ωB97M-V functional and the def2-TZVPD basis.

Values from the calculation:
Multiplicity ... 1
Orbital gap ... 8.6 eV
Maximum force ... 2.089 eV Å⁻¹
Highest occupied orbital energy ... -9.78 eV

Last column: Löwdin charge in e.
Positions of all 96 atoms, in Å:
1 H -1.21 -1.03 2.06  0.109
2 H 12.80 -1.69 -1.51  0.107
3 H 0.28 5.45 -5.69  0.128
4 C 0.56 2.25 -4.54  -0.034
5 H 3.72 -3.33 -1.48  0.112
6 C 4.91 -4.59 -0.20  -0.052
7 H -7.84 -3.85 5.52  0.120
8 C -1.37 3.53 -4.39  -0.371
9 C -5.71 -3.77 5.33  -0.083
10 O -4.89 5.28 2.95  0.110
11 C -6.89 -4.19 5.92  -0.003
12 H -7.03 0.95 3.09  0.112
13 H -2.89 7.72 -2.22  0.109
14 C -3.33 7.66 -0.12  -0.055
15 C 8.22 -2.28 -1.58  -0.277
16 O 2.11 -0.20 -3.35  -0.292
17 C -6.05 2.77 2.54  0.005
18 C 4.32 1.05 -3.82  -0.135
19 C -5.51 3.52 1.51  -0.080
20 H -3.83 5.47 -2.66  0.111
21 C 10.68 -1.93 -1.58  -0.003
22 H -3.88 7.31 1.93  0.121
23 C -6.85 -5.04 7.02  -0.057
24 C -3.84 5.89 -1.66  0.002
25 H -7.11 0.09 0.77  0.111
26 H -3.19 1.85 -4.65  0.100
27 C 5.80 -2.81 -1.54  -0.001
28 C 2.07 4.24 -5.78  -0.032
29 S 2.76 0.48 -4.43  0.644
30 C 6.18 -4.87 0.28  0.000
31 O -4.90 3.33 -2.05  0.077
32 C -4.45 -5.05 6.93  -0.002
33 C -2.09 -2.29 3.55  0.000
34 C -6.62 1.53 2.28  -0.053
35 C 9.77 -3.64 -0.14  -0.082
36 C 12.14 -3.22 -0.17  -0.057
37 C -6.66 1.05 0.98  -0.066
38 C 11.05 -3.92 0.33  -0.002
39 H -5.49 -1.24 2.06  0.095
40 H -5.60 -6.14 8.37  0.107
41 C -3.20 -3.72 5.25  -0.277
42 H 5.66 -2.00 -2.25  0.107
43 H 4.14 1.84 -3.08  0.081
44 H 4.97 1.38 -4.62  0.067
45 C 0.03 3.50 -4.85  -0.082
46 O -6.85 -2.54 3.67  0.100
47 C -3.36 -1.04 1.93  -0.046
48 O 2.98 -0.21 -5.67  -0.295
49 C 8.62 -4.43 0.39  -0.277
50 O 8.05 -1.37 -2.36  0.100
51 H -7.77 -5.36 7.48  0.107
52 C 2.64 3.00 -5.46  -0.038
53 H 4.74 0.19 -3.30  0.062
54 H 11.18 -4.70 1.07  0.120
55 N -1.59 2.38 -3.58  -0.007
56 H 4.06 -5.17 0.14  0.109
57 C -4.53 -1.53 2.47  -0.004
58 O -2.22 4.35 -4.63  0.129
59 H -3.39 -0.36 1.09  0.109
60 C 1.90 2.00 -4.83  -0.193
61 H -3.52 2.44 -3.17  0.044
62 H -6.01 3.16 3.55  0.122
63 C -4.48 -4.19 5.84  -0.082
64 C 0.75 4.51 -5.46  0.021
65 C 11.95 -2.23 -1.12  -0.058
66 C -4.50 -2.39 3.56  -0.081
67 O -2.13 -4.09 5.69  0.108
68 C -4.38 5.65 0.68  -0.082
69 H -3.49 -5.37 7.32  0.120
70 C -3.27 -2.78 4.10  -0.083
71 H 2.68 4.98 -6.28  0.114
72 C -3.31 7.14 -1.41  -0.052
73 H -1.14 -2.59 3.98  0.120
74 C -4.93 4.86 1.81  -0.276
75 C -4.37 5.14 -0.62  -0.078
76 C -5.54 3.02 0.20  -0.080
77 C -2.13 -1.42 2.48  -0.050
78 C 4.72 -3.55 -1.11  -0.047
79 C -3.86 6.92 0.92  -0.001
80 H 3.68 2.83 -5.70  0.112
81 C -6.12 1.79 -0.06  0.004
82 H 13.13 -3.45 0.19  0.107
83 H 10.52 -1.16 -2.32  0.119
84 C 7.07 -3.09 -1.07  -0.083
85 C -4.94 3.79 -0.92  -0.257
86 H -6.13 1.42 -1.07  0.123
87 C 9.58 -2.63 -1.08  -0.083
88 O 8.78 -5.30 1.22  0.108
89 C -0.54 1.43 -3.94  -0.333
90 H 6.34 -5.67 0.99  0.121
91 O -0.63 0.25 -3.82  0.163
92 N -2.90 1.82 -3.67  0.114
93 H -2.93 8.65 0.07  0.107
94 C -5.78 -2.87 4.14  -0.276
95 C -5.63 -5.47 7.52  -0.057
96 C 7.26 -4.12 -0.15  -0.083

# 3
This record from the OMol25 dataset describes 2 unconnected molecules or ions with the total composition C5H4N3P. The level of theory is the ωB97M-V functional and the def2-TZVPD basis.

Values from the calculation:
Multiplicity ... 1
Orbital gap (spin up / spin down) ... 8.5 / 8.2 eV
Maximum force ... 3.535 eV Å⁻¹
Highest occupied orbital energy (spin up / spin down) ... -10.74 / -9.39 eV

Last column: natural (NBO) charge in e.
Positions of all 13 atoms, in Å:
1 H -1.60 -1.10 1.05  0.020
2 H -0.37 0.23 -1.53  -0.004
3 C 0.22 1.00 1.77  0.155
4 C 2.84 0.28 0.43  0.255
5 N 0.19 1.55 2.77  -0.232
6 P -0.23 1.32 -0.80  0.456
7 C 0.41 0.39 0.58  -0.314
8 H 1.62 -1.44 1.02  0.314
9 N 1.26 -1.34 -2.09  -0.255
10 C 1.65 -0.55 0.37  -0.443
11 N 3.84 0.86 0.49  -0.226
12 H -1.51 1.53 -0.60  -0.003
13 C 1.53 -0.99 -1.01  0.278